[1]
Formula: C36H48CdN5O2S5Sb
Source: the Open Molecules 2025 dataset
Level of theory: ωB97M-V with the def2-TZVPD basis set

The energy above the lowest of the compared OMol25 structures with the same formula, charge and spin comes out at 0.0 kJ/mol. The calculation puts the HOMO energy at -0.0970 Ha. As for the total energy: -114938.515 eV. Its total charge is -2.

Positions of all 98 atoms, in Å:
Sb 2.758 0.329 -0.011
Cd -1.073 0.484 1.427
S -8.048 3.430 -4.832
S -10.351 2.199 -3.719
S -10.612 3.607 -6.345
S -9.069 1.190 -1.252
S -6.209 2.729 -2.592
O 2.503 -1.110 4.223
O 0.450 -0.795 2.749
N -0.456 3.424 2.846
N -1.947 -1.558 2.212
N -1.116 -2.506 2.737
N -3.701 0.364 1.363
N -1.109 0.065 -0.708
C -1.671 0.893 -1.644
C -4.107 -0.908 1.450
C 5.098 2.352 0.802
C 4.120 1.650 -2.591
C 4.814 -1.239 1.650
C -1.747 0.242 -2.858
C 2.886 0.870 -2.150
C 3.205 -3.311 4.655
C 2.765 -0.420 -2.963
C -4.578 1.273 0.949
C -0.833 -1.125 -1.329
C -8.906 2.055 -2.715
C 3.608 2.098 1.000
C -1.208 -1.056 -2.656
C -7.821 2.663 -3.274
C 1.632 1.700 -2.431
C -9.715 3.110 -5.034
C -5.666 1.022 -2.854
C -0.703 2.404 2.361
C 4.387 -1.165 0.186
C -0.245 -2.283 -0.587
C -1.984 2.323 -1.338
C -5.392 -1.305 1.097
C 0.914 -4.314 3.465
C 1.093 -2.935 3.532
C -3.146 -1.897 1.964
C 2.818 3.322 0.535
C 5.625 -0.942 -0.678
C 3.005 -4.676 4.576
C 2.259 -2.430 4.130
C -5.880 0.971 0.579
C 3.311 1.893 2.489
C 0.079 -1.996 2.968
C 1.858 -5.188 3.977
C -6.288 -0.351 0.643
C 3.741 -2.506 -0.176
H 1.740 3.179 0.642
H -7.289 -0.612 0.323
H 4.480 -3.312 -0.068
H -4.221 2.296 0.908
H 6.360 -1.733 -0.468
H 3.655 2.770 3.053
H -3.482 -2.916 2.151
H 2.643 -0.165 -4.024
H 3.753 -5.348 4.980
H 6.104 0.016 -0.469
H -1.110 -1.849 -3.383
H 5.383 3.269 1.336
H 0.271 -2.955 -1.277
H 4.174 2.628 -2.110
H -0.999 -2.868 -0.053
H 2.904 -2.734 0.489
H 3.965 -1.347 2.326
H 3.366 -2.530 -1.200
H 3.036 3.587 -0.501
H 0.009 -4.678 2.998
H -1.071 2.913 -1.203
H -6.364 0.348 -2.360
H 1.705 -6.258 3.909
H 5.362 2.486 -0.248
H 1.601 1.961 -3.498
H 4.095 -2.894 5.109
H -4.674 0.915 -2.412
H 5.711 1.543 1.203
H -5.666 -2.349 1.171
H -6.559 1.728 0.209
H 1.792 -0.669 3.683
H 3.808 1.013 2.903
H 5.380 -0.361 1.963
H 1.882 -0.992 -2.669
H -2.555 2.770 -2.152
H 3.646 -1.058 -2.878
H 5.052 1.121 -2.389
H -2.565 2.435 -0.421
H 0.484 -1.942 0.154
H 1.612 2.632 -1.864
H 5.462 -2.116 1.792
H -2.125 0.664 -3.779
H 3.086 4.183 1.162
H 0.722 1.142 -2.206
H 2.238 1.796 2.671
H -5.609 0.802 -3.919
H 5.402 -0.984 -1.744
H 4.065 1.826 -3.674

Atoms 1-2, force components in eV/Å:
Sb 0.0 0.0 0.0
Cd -0.1 0.0 0.0

***

[2]
Formula: C36H49Br58ClO5S
Source: the Open Molecules 2025 dataset
Level of theory: ωB97M-V with the def2-TZVPD basis set

The calculation puts the HOMO energy at -0.3525 Ha. As for the total energy: -4134174.167 eV. Its total charge is 0.

Positions of all 150 atoms, in Å:
Br -5.643 8.085 2.013
Br -3.039 4.627 -3.947
Br -2.340 -8.897 -3.215
Br -1.402 6.322 -1.762
Br -0.283 9.444 7.178
Br 0.047 -0.052 -2.461
Br -1.566 4.153 4.039
Br -7.249 -5.341 -1.318
Br -8.260 6.730 -7.247
Br -1.705 -2.695 -2.942
Br 3.675 -5.391 7.304
Br 4.924 -8.140 8.393
Br -1.949 11.900 5.952
Br -0.351 2.330 7.455
Br -1.561 7.290 4.728
Br -2.179 1.523 -7.338
Br -2.918 4.226 -8.907
Br -4.134 -4.636 -13.704
Br 7.422 6.107 -0.499
Br 4.551 -2.305 9.203
Br -2.814 4.392 7.452
Br -4.881 -12.609 0.056
Br -6.226 7.084 -0.983
Br -2.135 6.301 1.726
Br 3.409 -0.393 -4.367
Br 1.143 -2.908 -1.470
Br 4.227 5.785 -0.479
Br -5.850 -2.189 -12.530
Br -7.112 -4.101 -14.780
Br 0.851 -5.263 -9.138
Br 1.869 -6.692 2.010
Br -3.903 -5.389 -7.281
Br 3.358 -4.509 3.838
Br -6.180 -5.590 -4.337
Br -5.254 2.355 -7.737
Br 3.117 -8.140 5.736
Br 3.509 -1.904 12.214
Br 6.080 3.338 -1.420
Br -3.576 -9.820 0.970
Br 5.058 2.274 -5.060
Br -3.354 1.246 7.105
Br -0.867 -2.820 -7.957
Br -5.652 4.945 1.342
Br 4.125 -4.857 11.110
Br -6.769 -10.179 0.978
Br 4.801 4.295 3.429
Br -5.675 -5.267 -9.962
Br -2.129 -4.730 -10.211
Br -2.548 -6.334 -1.287
Br -9.721 4.603 -9.160
Br -3.485 9.494 7.424
Br -6.804 5.709 -9.920
Br 3.233 2.158 -2.417
Br -0.716 -6.220 -3.924
Br 4.785 -5.619 1.189
Br -2.853 3.592 -0.915
Br -5.142 -2.592 -8.264
Br -6.604 -8.233 -2.556
Cl 4.878 0.753 0.886
S 5.895 0.651 3.883
O 3.413 0.368 6.515
O 7.022 1.387 3.182
O 6.530 0.142 5.174
O 3.922 -1.725 5.828
O 4.751 1.729 4.302
C 4.045 -0.380 2.119
C -0.509 -3.931 -9.506
C -2.903 5.138 -2.081
C -8.025 5.256 -8.484
C 2.925 0.351 3.009
C 0.082 -1.961 -2.792
C 0.524 2.919 -0.844
C 5.888 5.265 -1.334
C 0.228 1.939 0.384
C -5.373 -4.517 -8.198
C 3.566 -1.649 1.297
C 3.444 1.691 3.725
C -5.492 -3.302 -14.076
C -6.146 -6.349 -2.553
C -3.436 2.989 -7.506
C -2.309 5.892 3.612
C 4.638 -2.274 0.284
C 1.540 0.627 2.198
C 1.605 1.122 0.713
C 4.598 -2.978 11.021
C -6.396 6.681 0.907
C -2.219 2.602 7.901
C 1.962 3.912 3.296
C 2.392 -0.593 4.235
C 3.276 3.071 2.874
C 3.442 -7.308 7.459
C 3.458 1.542 -4.244
C -1.864 10.555 7.346
C 3.575 -6.027 2.649
C 4.152 -1.857 -1.215
C -5.098 -10.683 0.133
C 0.517 -0.629 2.165
C -2.309 -6.961 -3.109
C 3.296 -0.669 5.530
C 5.338 -0.866 2.995
C 1.377 4.766 2.043
H -3.375 5.846 3.831
H 6.217 -1.163 2.316
H 1.202 5.846 2.407
H 3.436 2.974 1.762
H 5.626 -2.892 11.366
H 4.395 0.398 6.663
H 1.356 2.436 -1.493
H -3.159 -6.597 -3.685
H -7.460 6.637 1.129
H -0.221 2.430 1.305
H -7.570 4.440 -7.926
H 2.433 1.792 0.357
H 4.369 -0.744 -1.421
H 5.120 -1.768 3.644
H -5.140 -10.327 -0.895
H 2.706 1.845 4.602
H 5.845 5.627 -2.359
H 5.692 -1.864 0.376
H 0.989 1.419 2.831
H -6.271 -4.709 -7.614
H -0.113 -3.278 -10.281
H 0.877 3.960 -0.561
H -2.307 2.498 8.980
H 1.167 3.291 3.818
H 4.032 -6.826 3.230
H 2.604 -1.505 0.695
H -1.782 11.083 8.293
H 2.280 -1.689 3.904
H -0.116 -0.603 3.129
H 3.325 -2.477 2.065
H -0.384 3.008 -1.546
H -5.095 -2.651 -14.852
H 2.271 4.717 4.059
H 2.156 4.862 1.207
H 2.553 -7.473 8.064
H 2.610 1.919 -4.813
H 0.368 4.394 1.684
H 4.704 -2.437 -2.029
H 1.397 -0.171 4.638
H 1.014 -1.646 2.144
H 1.568 0.222 -0.005
H -0.540 1.149 0.043
H -0.225 -0.593 1.307
H -5.121 -6.271 -2.201
H -3.806 5.694 -1.837
H 0.568 -2.108 -3.755
H 3.026 -1.997 -1.368
H -3.408 3.541 -6.569
H 4.633 -3.419 0.291

Atoms 1-2, force components in eV/Å:
Br -0.1 -0.3 -0.2
Br 0.1 0.1 0.3

***

[3]
Formula: C36H49Cl2N2O4PdSTe
Source: the Open Molecules 2025 dataset
Level of theory: ωB97M-V with the def2-TZVPD basis set

The energy above the lowest of the compared OMol25 structures with the same formula, charge and spin comes out at 49.1 kJ/mol. The calculation puts the HOMO energy (alpha / beta) at -0.4844 / -0.5007 Ha. As for the total energy: -95933.418 eV. Its spin multiplicity is 6. Its total charge is +2.

Positions of all 96 atoms, in Å:
Te -1.648 -2.528 -2.928
Pd -0.454 -0.073 0.126
Cl -0.758 1.795 2.069
Cl -0.152 -3.000 4.639
S 0.181 -1.381 2.019
O 2.275 1.470 1.083
O -1.044 1.307 -1.480
O -2.594 -0.321 0.566
O 1.566 0.090 -1.161
N -1.653 -1.658 -0.901
N 0.260 3.004 -0.733
C -4.271 -5.924 -2.594
C -4.367 -3.933 -4.089
C -1.683 1.223 4.488
C -4.357 -8.000 -1.188
C -3.714 -6.706 -1.584
C 2.767 2.418 2.028
C -1.956 -5.050 -1.293
C 1.569 4.597 -2.131
C 1.018 3.825 -3.328
C 0.754 4.376 -0.852
C -1.377 -0.868 5.659
C -2.765 -1.086 -0.430
C -0.863 -4.250 -5.420
C -0.417 -5.331 -4.474
C -0.553 -0.631 3.360
C -2.167 -0.621 -5.502
C -2.545 -4.299 -2.321
C 1.439 -0.441 -2.475
C -1.342 -2.995 -5.009
C 3.291 1.059 0.190
C -1.618 -2.286 -7.274
C 2.837 -0.171 -0.552
C -4.159 -1.312 -0.932
C -1.190 -3.529 -7.725
C -1.039 0.705 3.394
C -1.860 0.429 5.620
C -3.709 -4.719 -2.985
C -0.804 -4.487 -6.784
C -2.563 -6.252 -0.950
C -0.481 3.999 -3.572
C -1.684 -1.986 -5.920
C -1.111 -3.840 -9.188
C -0.728 -1.388 4.557
C -0.703 -4.648 -0.561
C -0.709 2.516 -1.508
C -1.403 3.472 -2.439
H -1.701 -0.265 -4.580
H 4.216 0.830 0.730
H -0.127 -5.535 -0.300
H 2.168 0.024 -3.143
H -0.097 5.054 -0.810
H -1.709 -4.722 -9.425
H 1.351 4.582 0.035
H 2.609 4.309 -1.967
H -3.250 -0.613 -5.355
H -4.866 -0.817 -0.274
H -0.437 -5.446 -7.133
H -4.266 -0.903 -1.940
H -2.114 -6.858 -0.171
H 1.558 4.133 -4.224
H 0.179 -4.936 -3.648
H 3.120 3.325 1.526
H -5.175 -6.262 -3.088
H -1.501 -1.483 6.538
H -1.942 0.110 -6.277
H -0.737 3.476 -4.493
H 1.588 -1.525 -2.482
H -2.036 2.245 4.474
H -1.265 -5.866 -4.044
H 0.436 -0.192 -2.814
H -0.707 5.052 -3.748
H -4.252 -2.852 -3.962
H 1.577 5.668 -2.346
H -3.954 -4.197 -5.065
H -4.600 -8.599 -2.066
H 0.198 -6.056 -5.004
H -0.053 -3.996 -1.147
H -0.082 -4.059 -9.479
H -2.370 0.837 6.482
H -5.435 -4.141 -4.109
H -3.710 -8.585 -0.538
H -4.379 -2.381 -0.974
H 1.949 2.672 2.696
H 3.510 1.864 -0.523
H 0.823 2.343 -0.205
H 3.591 1.993 2.605
H -1.898 -1.528 -7.996
H -1.786 4.298 -1.837
H 2.743 -1.035 0.112
H -0.947 -4.117 0.359
H -2.267 2.954 -2.847
H 1.239 2.759 -3.202
H 3.576 -0.402 -1.323
H -5.291 -7.811 -0.655
H -1.469 -3.010 -9.794

Atoms 1-2, force components in eV/Å:
Te 0.0 0.0 -0.2
Pd 0.1 0.2 -0.3

***

[4]
Formula: C36H49MoN5P2Si
Source: the Open Molecules 2025 dataset
Level of theory: ωB97M-V with the def2-TZVPD basis set

The energy above the lowest of the compared OMol25 structures with the same formula, charge and spin comes out at 424.1 kJ/mol. The calculation puts the HOMO energy (alpha / beta) at -0.4509 / -0.4509 Ha. As for the total energy: -73865.071 eV. Its spin multiplicity is 3. Its total charge is +2.

Positions of all 94 atoms, in Å:
Mo 1.121 0.846 -0.864
P 1.081 5.415 -2.737
P 0.630 2.912 -5.581
Si -1.152 -0.268 1.481
N -0.792 3.626 -6.380
N 2.322 6.637 -2.939
N -0.160 6.652 -2.327
N 0.078 -0.503 0.222
N 1.509 2.449 -7.036
C -0.763 3.012 -1.445
C 4.291 7.758 -2.729
C -2.116 3.156 -1.320
C 0.549 -1.740 -0.228
C -1.481 8.487 -2.383
C -3.112 2.628 -2.310
C 2.908 2.339 -7.005
C -2.905 3.461 -7.207
C -0.266 7.138 -1.007
C -3.522 1.112 -2.181
C -0.568 -1.003 3.071
C 0.077 2.194 -2.479
C 1.164 -4.127 -1.501
C 3.594 8.243 -3.891
C 3.378 2.295 -8.316
C -0.128 -2.930 0.153
C -2.785 -0.908 0.883
C 2.380 7.613 -3.941
C -1.063 8.271 -1.029
C 1.641 -1.768 -1.131
C 1.973 -2.996 -1.723
C -0.911 7.484 -3.172
C -2.494 4.850 -7.230
C 1.118 2.565 -8.378
C 0.541 5.394 -4.478
C -1.169 4.911 -6.795
C -1.858 2.726 -6.679
C -1.325 0.069 -2.916
C -0.653 1.278 -3.498
C 2.732 1.732 0.025
C -2.595 -0.025 -2.432
C 2.238 2.456 -9.179
C 0.115 -4.098 -0.572
C -1.301 1.563 1.814
C 1.425 4.515 -5.364
C 3.483 6.756 -2.154
H -0.519 5.786 -6.630
H -1.266 -0.621 3.835
H -2.750 -1.971 0.621
H 2.902 0.884 0.731
H 3.444 2.339 -6.069
H 0.737 2.909 -3.065
H 1.222 1.892 -2.178
H -3.094 5.697 -7.538
H 1.604 4.992 -6.349
H 1.401 -5.030 -2.058
H -1.086 7.249 -4.225
H -3.986 0.994 -1.181
H -0.656 -0.792 -2.800
H -4.026 3.245 -2.163
H -0.592 -2.096 3.077
H -2.557 3.584 -0.395
H 2.547 2.683 0.548
H -0.518 5.108 -4.424
H 2.872 -3.045 -2.334
H -2.739 2.851 -3.343
H 0.535 6.359 -4.978
H 2.254 -0.826 -1.273
H 0.108 0.885 -4.213
H -0.177 3.936 -1.146
H 2.240 2.503 -10.258
H -1.833 2.048 0.979
H 3.493 1.799 -0.766
H 4.408 2.170 -8.618
H 0.080 2.762 -8.614
H -4.358 0.953 -2.897
H -3.154 -0.357 0.010
H 1.590 7.729 -4.688
H 0.191 6.583 -0.202
H 2.405 4.246 -4.920
H -0.340 2.081 1.941
H -1.874 1.681 2.747
H -3.848 3.061 -7.579
H -1.330 8.882 -0.186
H -3.515 -0.786 1.698
H -2.146 9.247 -2.780
H -1.737 1.665 -6.413
H 3.654 6.089 -1.338
H -1.378 1.781 -4.163
H -0.449 -5.010 -0.360
H 0.446 -0.657 3.316
H 5.242 8.103 -2.389
H 3.930 8.958 -4.642
H -0.835 -2.961 1.002
H -2.902 -0.995 -1.998

Atoms 1-2, force components in eV/Å:
Mo -2.2 -2.2 3.2
P -0.3 4.4 -0.3